[1]
161
Properties=species:S:1:pos:R:3 method="wB97M-V/def2-TZVPD" lumo_ha=0.04742 total_charge=-1 homo_lumo_gap_ev=8.542 multiplicity=1 e_homo_ev=-7.3
N 17.885 2.547 36.801
S 18.811 1.398 36.480
O 18.557 0.063 37.111
O 20.181 1.710 36.169
F 18.258 1.084 35.002
S 18.557 2.866 38.315
O 19.913 3.340 38.420
O 17.979 2.081 39.401
F 17.822 4.273 38.470
C 26.215 4.384 41.348
O 26.119 5.546 42.112
C 25.244 5.618 43.148
O 24.621 4.673 43.537
O 25.278 6.823 43.681
C 24.663 7.091 44.980
H 26.679 3.580 41.919
H 26.855 4.719 40.532
H 25.252 4.094 40.928
H 24.507 8.165 45.084
H 25.343 6.783 45.775
H 23.721 6.544 45.009
C 12.556 -3.887 31.530
O 12.406 -4.966 30.611
C 11.117 -5.404 30.436
O 10.137 -4.977 31.085
O 11.053 -6.294 29.456
C 12.261 -6.844 28.812
H 11.824 -3.099 31.351
H 13.587 -3.536 31.486
H 12.334 -4.158 32.563
H 12.807 -6.003 28.385
H 12.013 -7.574 28.041
H 12.801 -7.481 29.513
C 27.289 -2.828 39.074
O 26.014 -2.170 39.154
C 25.182 -2.204 40.297
O 25.312 -3.038 41.186
O 24.224 -1.356 40.064
C 23.073 -1.370 40.915
H 28.135 -2.283 39.495
H 27.577 -3.113 38.062
H 27.262 -3.765 39.631
H 23.033 -2.187 41.636
H 22.185 -1.311 40.286
H 23.023 -0.405 41.419
C 7.574 0.247 46.795
O 8.758 -0.202 46.209
C 9.957 0.482 46.271
O 10.247 1.330 47.105
O 10.781 0.140 45.222
C 12.068 0.666 45.085
H 7.487 -0.031 47.845
H 6.739 -0.159 46.224
H 7.525 1.335 46.750
H 12.849 0.203 45.687
H 12.218 1.733 45.254
H 12.359 0.449 44.057
C 13.319 3.249 30.430
C 13.785 2.222 29.369
O 13.214 2.571 28.093
P 12.992 1.411 26.996
O 12.661 1.945 25.643
O 14.261 0.458 27.110
C 14.540 -0.601 26.309
C 15.828 -1.230 26.838
O 11.802 0.596 27.802
C 10.636 1.285 28.185
C 9.465 0.273 28.293
H 13.646 3.102 31.460
H 13.523 4.278 30.135
H 12.232 3.327 30.404
H 14.867 2.233 29.241
H 13.384 1.292 29.773
H 13.721 -1.320 26.307
H 14.628 -0.318 25.261
H 16.667 -0.624 26.496
H 15.924 -1.506 27.888
H 15.978 -2.209 26.383
H 10.828 1.861 29.090
H 10.303 1.947 27.385
H 9.741 -0.527 28.979
H 8.555 0.732 28.680
H 9.099 -0.096 27.335
C 16.011 10.808 38.589
C 14.574 10.861 38.003
C 14.262 9.782 36.962
O 12.865 9.616 37.132
C 12.503 10.168 38.284
O 11.371 10.158 38.688
O 13.580 10.676 38.943
H 16.093 11.578 39.355
H 16.722 10.999 37.786
H 16.255 9.860 39.069
H 14.419 11.863 37.602
H 14.780 8.888 37.308
H 14.489 10.084 35.939
C 20.399 -6.125 37.319
C 19.488 -6.895 36.341
C 18.013 -6.652 36.430
O 17.534 -6.470 35.115
C 18.610 -6.358 34.286
O 18.477 -6.193 33.115
O 19.749 -6.404 35.037
H 20.374 -5.038 37.242
H 21.442 -6.381 37.133
H 20.251 -6.314 38.383
H 19.649 -7.969 36.431
H 17.785 -5.795 37.064
H 17.545 -7.583 36.752
C 11.131 3.574 39.398
C 11.761 3.015 38.134
C 12.018 1.520 38.096
O 11.178 1.054 37.014
C 10.660 2.116 36.357
O 9.857 2.154 35.412
O 10.857 3.162 37.089
H 10.478 2.839 39.869
H 10.650 4.534 39.209
H 11.935 3.863 40.076
H 12.678 3.558 37.905
H 11.812 0.940 38.995
H 13.070 1.378 37.849
C 24.944 -1.682 32.400
C 24.359 -1.392 30.968
C 22.852 -1.430 31.005
O 22.484 -0.176 30.564
C 23.592 0.560 30.240
O 23.502 1.599 29.585
O 24.638 -0.049 30.759
H 24.887 -2.730 32.694
H 24.411 -1.079 33.134
H 26.015 -1.483 32.438
H 24.922 -2.032 30.289
H 22.427 -1.605 31.993
H 22.461 -2.160 30.296
C 23.315 10.238 39.233
C 23.154 11.452 40.162
C 24.481 11.924 40.768
O 24.674 13.189 40.338
C 23.618 13.583 39.527
O 23.501 14.753 39.149
O 22.738 12.631 39.452
H 23.849 9.426 39.727
H 23.914 10.404 38.338
H 22.338 9.863 38.926
H 22.492 11.260 41.006
H 25.336 11.340 40.429
H 24.420 11.815 41.851
C 21.826 6.591 33.153
C 20.442 6.665 32.473
C 19.433 7.423 33.365
O 18.835 8.316 32.517
C 19.415 8.311 31.298
O 19.071 8.976 30.320
O 20.433 7.477 31.284
H 22.295 7.571 33.238
H 22.529 6.036 32.532
H 21.796 6.168 34.157
H 20.057 5.664 32.280
H 19.960 7.953 34.158
H 18.744 6.719 33.832


[2]
146
Properties=species:S:1:pos:R:3 method="wB97M-V/def2-TZVPD" lumo_ha=-0.00041 homo_lumo_gap_ev=7.907 multiplicity=1 e_homo_ev=-7.9
C 2.534 1.022 -1.110
C 1.845 1.688 -2.441
C 0.637 0.740 -3.105
N 0.881 -0.655 -2.584
C -0.285 -1.605 -2.921
O -1.606 -1.044 -2.704
C -2.163 -1.214 -1.373
C -1.124 -1.471 -0.142
C -0.727 -3.031 0.158
C -0.720 -3.444 1.746
F 0.323 -2.615 2.410
C -2.850 0.277 -1.020
O -1.830 1.249 -0.596
C -2.302 2.054 0.547
P -3.912 3.004 0.091
S -5.381 2.234 1.139
C -3.484 -2.240 -1.365
C -3.781 -2.944 -2.814
N -4.289 -1.957 -3.886
N -4.987 -3.881 -2.576
N -2.672 -3.851 -3.324
P -0.135 -1.811 -4.859
N -1.640 -1.303 -5.671
O 0.138 -3.528 -5.230
H 1.770 0.524 -0.361
H 3.330 0.211 -1.459
H 3.134 1.820 -0.471
H 1.330 2.719 -2.129
H 2.679 1.972 -3.213
H 0.749 0.872 -4.264
H -0.363 1.241 -2.763
H 1.765 -0.977 -3.064
H -0.109 -2.697 -2.521
H -1.691 -1.094 0.842
H -0.130 -0.857 -0.172
H -1.354 -3.822 -0.474
H 0.395 -3.164 -0.229
H -1.785 -3.200 2.203
H -0.463 -4.595 1.797
H -3.418 0.649 -2.001
H -3.581 0.110 -0.115
H -1.448 2.854 0.758
H -2.456 1.391 1.507
H -3.762 4.366 0.541
H -4.247 2.955 -1.316
H -4.475 -1.634 -1.088
H -3.405 -3.091 -0.569
H -3.962 -2.237 -4.836
H -4.040 -0.976 -3.639
H -5.601 -3.322 -1.921
H -4.680 -4.776 -2.137
H -1.893 -3.957 -2.638
H -2.342 -3.583 -4.277
H -2.086 -2.120 -6.169
H -1.407 -0.549 -6.354
H 0.474 -3.990 -4.391
C -5.874 3.092 5.758
C -4.770 3.188 4.717
N -3.854 3.268 3.854
H -6.820 2.832 5.275
H -5.626 2.322 6.494
H -5.987 4.051 6.271
C 5.778 -0.868 1.598
C 5.726 -0.224 0.223
N 5.682 0.311 -0.919
H 4.887 -1.481 1.757
H 6.666 -1.502 1.679
H 5.821 -0.095 2.371
C 2.386 5.785 -3.277
C 1.183 5.564 -2.375
N 0.185 5.381 -1.627
H 2.332 6.776 -3.735
H 3.308 5.712 -2.693
H 2.404 5.028 -4.067
C 2.629 -0.052 -7.186
C 2.798 1.109 -6.220
N 2.938 2.072 -5.418
H 2.847 0.277 -8.206
H 3.313 -0.862 -6.919
H 1.602 -0.425 -7.145
C 3.306 10.060 -2.109
C 4.192 8.858 -2.390
N 4.927 7.860 -2.623
H 3.628 10.554 -1.188
H 3.370 10.772 -2.936
H 2.267 9.739 -1.996
C -7.103 -0.234 8.680
C -5.915 0.672 8.398
N -4.930 1.423 8.164
H -7.710 -0.344 7.778
H -6.753 -1.220 8.996
H -7.719 0.197 9.474
C -7.537 -1.933 -4.750
C -8.626 -2.444 -5.678
N -9.530 -2.868 -6.449
H -7.986 -1.457 -3.874
H -6.908 -2.765 -4.420
H -6.915 -1.201 -5.273
C 7.046 -4.479 3.887
C 8.013 -3.459 3.310
N 8.815 -2.612 2.830
H 7.286 -5.477 3.509
H 7.119 -4.486 4.979
H 6.022 -4.227 3.600
C 10.634 -5.304 5.855
C 9.272 -5.338 6.530
N 8.143 -5.366 7.089
H 10.541 -4.890 4.847
H 11.321 -4.680 6.434
H 11.043 -6.316 5.789
C 7.923 11.486 -2.338
C 6.720 11.265 -1.436
N 5.721 11.082 -0.687
H 7.869 12.477 -2.795
H 8.845 11.413 -1.754
H 7.941 10.729 -3.127
C -1.891 5.398 6.960
C -3.252 5.364 7.634
N -4.382 5.335 8.194
H -1.984 5.811 5.952
H -1.204 6.022 7.539
H -1.482 4.386 6.893
C 0.983 -7.512 0.855
C 0.930 -6.868 -0.521
N 0.886 -6.333 -1.662
H 0.091 -8.126 1.013
H 1.870 -8.146 0.936
H 1.025 -6.740 1.627
C -2.889 -5.813 4.848
C -2.083 -6.367 3.684
N -1.415 -6.826 2.719
H -2.365 -4.963 5.293
H -3.871 -5.483 4.498
H -3.024 -6.586 5.610
C 4.621 -7.200 -0.364
C 5.587 -6.799 0.739
N 6.388 -6.466 1.653
H 4.075 -8.102 -0.072
H 3.905 -6.394 -0.544
H 5.171 -7.400 -1.287
C -6.239 5.727 -1.232
C -6.976 5.719 -2.562
N -7.587 5.712 -3.665
H -5.458 6.493 -1.244
H -6.938 5.944 -0.420
H -5.779 4.751 -1.055


[3]
137
Properties=species:S:1:pos:R:3 method="wB97M-V/def2-TZVPD" lumo_ha=-0.43748 total_charge=+6 homo_lumo_gap_ev=8.929 multiplicity=1 e_homo_ev=-20.8
N 0.369 1.147 -0.452
O 0.843 0.185 -1.015
O -0.719 1.119 0.004
O 1.072 2.178 -0.375
C 1.868 1.637 -3.997
C 3.020 0.873 -4.558
N 2.627 -0.510 -4.910
C 3.267 -1.729 -4.620
C 2.521 -2.701 -5.101
N 1.352 -2.142 -5.653
C 1.532 -0.784 -5.707
C 0.126 -2.764 -6.058
H 1.766 1.457 -2.926
H 0.904 1.611 -4.506
H 2.249 2.656 -4.070
H 3.800 0.709 -3.814
H 3.521 1.173 -5.478
H 4.248 -1.814 -4.177
H 2.507 -3.780 -5.054
H 0.844 -0.172 -6.271
H 0.375 -3.643 -6.653
H -0.405 -2.099 -6.739
H -0.510 -3.066 -5.227
C -7.871 0.993 2.101
C -7.658 0.270 3.474
N -6.227 0.093 3.788
C -5.665 -0.709 4.712
C -4.275 -0.860 4.441
N -4.016 -0.137 3.292
C -5.200 0.544 3.016
C -2.772 -0.117 2.499
H -7.445 0.336 1.343
H -7.463 1.979 1.877
H -8.955 0.942 1.995
H -8.139 -0.705 3.400
H -8.186 0.771 4.285
H -6.293 -1.081 5.508
H -3.500 -1.401 4.964
H -5.197 1.162 2.129
H -1.982 0.072 3.226
H -2.804 0.662 1.738
H -2.756 -1.028 1.901
C 0.173 4.972 6.333
C -0.960 5.456 5.317
N -0.676 5.143 3.856
C -0.742 3.884 3.316
C -0.441 3.833 2.002
N 0.016 5.165 1.648
C -0.139 5.948 2.822
C 0.412 5.611 0.430
H 1.057 5.604 6.249
H 0.490 3.938 6.201
H -0.133 5.044 7.377
H -1.113 6.520 5.496
H -1.854 4.877 5.547
H -1.018 3.058 3.956
H -0.528 3.077 1.235
H -0.098 7.027 2.792
H -0.007 4.981 -0.355
H 1.494 5.685 0.542
H -0.148 6.531 0.266
C 3.210 -2.884 -0.693
C 2.882 -4.131 0.188
N 3.787 -5.254 -0.173
C 3.595 -5.982 -1.342
C 4.645 -6.910 -1.442
N 5.302 -6.893 -0.215
C 4.712 -5.915 0.592
C 6.433 -7.697 0.133
H 2.851 -3.104 -1.698
H 4.252 -2.564 -0.704
H 2.532 -2.055 -0.487
H 1.881 -4.553 0.103
H 3.036 -3.937 1.249
H 2.837 -5.640 -2.032
H 5.040 -7.527 -2.235
H 4.961 -5.699 1.620
H 6.540 -7.569 1.210
H 7.273 -7.343 -0.465
H 6.346 -8.759 -0.100
C 1.156 -0.783 2.601
C 0.871 -2.322 2.598
N -0.256 -2.779 1.825
C -0.743 -2.251 0.644
C -1.747 -3.090 0.097
N -1.913 -4.069 1.082
C -0.946 -3.976 2.007
C -3.011 -5.049 1.063
H 1.871 -0.454 3.355
H 0.230 -0.265 2.852
H 1.511 -0.335 1.673
H 0.528 -2.637 3.583
H 1.846 -2.810 2.593
H -0.413 -1.265 0.353
H -2.406 -3.054 -0.758
H -0.873 -4.560 2.912
H -2.800 -5.963 0.508
H -3.964 -4.672 0.693
H -2.975 -5.310 2.120
C -2.209 -0.684 -2.762
C -3.052 0.272 -1.871
N -4.410 0.295 -2.397
C -4.607 0.618 -3.764
C -5.969 0.660 -3.883
N -6.619 0.405 -2.623
C -5.604 0.296 -1.725
C -7.978 0.424 -2.335
H -2.661 -1.674 -2.820
H -1.210 -0.707 -2.324
H -2.042 -0.334 -3.780
H -2.680 1.281 -2.054
H -2.988 -0.016 -0.822
H -3.780 0.771 -4.442
H -6.577 0.843 -4.756
H -5.706 0.354 -0.652
H -8.255 1.469 -2.474
H -8.122 0.175 -1.284
H -8.620 -0.122 -3.026
C 4.195 1.003 0.617
C 4.324 1.838 -0.669
N 4.757 3.176 -0.370
C 4.016 4.222 0.165
C 4.743 5.366 0.241
N 6.015 5.096 -0.299
C 5.956 3.744 -0.699
C 7.122 5.904 -0.396
H 4.245 -0.080 0.510
H 3.272 1.234 1.150
H 5.014 1.233 1.298
H 3.427 2.015 -1.263
H 5.113 1.459 -1.319
H 2.981 3.948 0.303
H 4.503 6.382 0.518
H 6.743 3.232 -1.233
H 7.891 5.400 -0.981
H 7.327 6.194 0.635
H 6.808 6.686 -1.087